Entry 1:
ORCA calculation (wB97M-V/def2-TZVPD) on a cluster of 2 separate species, C10H16 in total.

Positions of all 26 atoms, in Å:
C 1.73 -0.46 3.94
C 0.84 0.42 3.06
C 0.96 0.07 1.54
C 0.82 -1.21 1.03
C 0.66 -1.36 -0.34
C 0.63 -0.27 -1.20
C 0.91 1.00 -0.65
C 1.13 1.20 0.69
H 2.71 -0.14 4.24
H 1.75 -1.42 3.42
H 1.08 -0.77 4.78
H -0.20 0.11 3.21
H 0.95 1.47 3.16
H 0.87 -2.04 1.74
H 0.68 -2.33 -0.83
H 0.63 -0.45 -2.26
H 1.29 1.69 -1.38
H 1.32 2.10 1.25
C -2.33 0.74 -2.56
C -2.27 -0.13 -3.82
H -3.34 0.65 -2.18
H -1.89 0.31 -1.62
H -2.16 1.79 -2.79
H -1.34 -0.68 -3.91
H -3.07 -0.84 -3.87
H -2.37 0.54 -4.68

Output
* LUMO level: 1.03 eV
* SMILES: CCc1ccccc1.CC
* ΔE to the lowest compared entry with this formula, charge and spin: 1.494 eV
* strongest force on any atom: 0.0512 Eh/bohr
* molecular weight: 136.24 g mol⁻¹

=====

Entry 2:
ORCA calculation (wB97M-V/def2-TZVPD) on a cluster of 2 separate species, C10H16 in total.

Positions of all 26 atoms, in Å:
C 2.90 0.90 0.59
C 1.41 1.01 1.04
C 0.55 1.04 -0.19
C 0.25 -0.16 -0.84
C -0.54 -0.11 -1.97
C -1.10 1.04 -2.49
C -0.76 2.24 -1.84
C 0.05 2.23 -0.74
H 3.07 -0.09 0.12
H 3.59 0.99 1.42
H 3.18 1.64 -0.15
H 1.38 0.01 1.52
H 1.35 1.81 1.78
H 0.67 -1.07 -0.45
H -0.69 -0.98 -2.59
H -1.58 0.98 -3.46
H -1.09 3.21 -2.17
H 0.34 3.14 -0.24
C -1.74 -2.97 1.38
C -1.46 -1.47 1.32
H -2.33 -3.28 2.24
H -2.25 -3.27 0.46
H -0.93 -3.68 1.40
H -2.01 -1.06 0.48
H -0.45 -1.14 1.15
H -1.82 -0.97 2.21

Output
* LUMO level: 0.96 eV
* SMILES: CCc1ccccc1.CC
* ΔE to the lowest compared entry with this formula, charge and spin: 0.943 eV
* strongest force on any atom: 0.0532 Eh/bohr
* molecular weight: 136.24 g mol⁻¹

=====

Entry 3:
ORCA calculation (wB97M-V/def2-TZVPD) on a cluster of 2 separate species, C10H16 in total.

Positions of all 26 atoms, in Å:
C 1.82 2.48 1.24
C 1.30 1.22 1.88
C 2.04 0.05 1.86
C 1.47 -1.14 2.32
C 0.14 -1.19 2.70
C -0.57 -0.01 2.78
C 0.01 1.19 2.40
H 1.13 2.93 0.53
H 2.75 2.26 0.71
H 2.11 3.22 1.99
H 3.02 0.04 1.41
H 2.08 -2.03 2.32
H -0.22 -2.20 2.86
H -1.61 -0.09 3.09
H -0.55 2.13 2.51
C -2.21 -1.17 -1.88
C -1.66 -0.32 -3.02
C -0.30 -0.80 -3.49
H -1.75 -0.85 -0.94
H -2.05 -2.22 -2.14
H -3.29 -1.10 -1.82
H -2.34 -0.26 -3.87
H -1.54 0.71 -2.66
H -0.35 -1.75 -4.03
H 0.24 -0.10 -4.13
H 0.33 -1.01 -2.62

Output
* LUMO level: 0.91 eV
* SMILES: Cc1ccccc1.CCC
* ΔE to the lowest compared entry with this formula, charge and spin: 0.401 eV
* strongest force on any atom: 0.0298 Eh/bohr
* molecular weight: 136.24 g mol⁻¹

=====

Entry 4:
ORCA calculation (wB97M-V/def2-TZVPD) on a cluster of 2 separate species, C10H16 in total.

Positions of all 26 atoms, in Å:
C -2.17 2.38 0.67
C -1.21 1.19 0.78
C -0.17 1.21 -0.28
C -0.25 0.43 -1.41
C 0.92 0.36 -2.21
C 2.04 1.11 -1.98
C 2.04 2.12 -0.95
C 0.97 2.03 -0.12
H -1.68 3.33 0.93
H -3.04 2.34 1.32
H -2.52 2.52 -0.36
H -0.81 1.13 1.80
H -1.76 0.25 0.70
H -1.08 -0.14 -1.80
H 1.02 -0.46 -2.92
H 2.94 0.99 -2.57
H 2.83 2.85 -1.03
H 1.00 2.70 0.74
C -0.32 -3.68 1.59
C 0.61 -2.98 0.61
H -1.35 -3.44 1.37
H -0.20 -4.76 1.66
H -0.07 -3.42 2.62
H 0.06 -2.83 -0.34
H 0.61 -1.90 0.84
H 1.59 -3.34 0.36

Output
* LUMO level: 0.97 eV
* SMILES: CCc1ccccc1.CC
* ΔE to the lowest compared entry with this formula, charge and spin: 1.018 eV
* strongest force on any atom: 0.0735 Eh/bohr
* molecular weight: 136.24 g mol⁻¹

=====

Entry 5:
ORCA calculation (wB97M-V/def2-TZVPD) on a cluster of 2 separate species, C10H16 in total.

Positions of all 26 atoms, in Å:
C -3.03 1.09 1.09
C -1.68 1.48 0.59
C -1.23 0.50 -0.44
C -0.95 0.97 -1.78
C -0.15 0.12 -2.63
C 0.14 -1.16 -2.13
C -0.61 -1.67 -1.12
C -1.26 -0.92 -0.12
H -3.96 1.74 1.12
H -2.85 1.00 2.26
H -3.32 0.12 0.75
H -1.78 2.54 0.20
H -0.91 1.48 1.37
H -1.15 2.06 -2.05
H 0.16 0.44 -3.64
H 0.85 -1.80 -2.60
H -0.57 -2.75 -0.99
H -1.47 -1.29 0.85
C 3.84 -0.54 0.89
C 2.11 -0.44 1.40
H 4.09 -1.60 0.60
H 3.90 0.12 0.07
H 4.38 -0.21 1.75
H 1.86 0.64 1.31
H 1.48 -1.15 0.85
H 2.13 -0.76 2.40

Output
* LUMO level: 0.99 eV
* SMILES: CCc1ccccc1.CC
* ΔE to the lowest compared entry with this formula, charge and spin: 2.746 eV
* strongest force on any atom: 0.0976 Eh/bohr
* molecular weight: 136.24 g mol⁻¹

=====

Entry 6:
ORCA calculation (wB97M-V/def2-TZVPD) on a cluster of 2 separate species, C10H16 in total.

Positions of all 26 atoms, in Å:
C 2.57 0.09 -1.79
C 1.96 -0.32 -0.49
C 1.16 -1.45 -0.43
C 0.46 -1.76 0.74
C 0.67 -1.01 1.89
C 1.59 0.04 1.88
C 2.17 0.40 0.69
H 3.58 -0.32 -1.98
H 2.95 1.12 -1.77
H 1.96 -0.27 -2.60
H 0.71 -1.80 -1.35
H -0.04 -2.70 0.94
H 0.00 -1.17 2.73
H 1.88 0.58 2.76
H 2.99 1.12 0.58
C -2.93 0.53 -1.18
C -2.07 0.01 -0.03
C -1.72 1.20 0.89
H -3.69 -0.17 -1.52
H -3.43 1.47 -1.04
H -2.31 0.73 -2.06
H -1.11 -0.31 -0.39
H -2.58 -0.79 0.50
H -1.13 1.83 0.22
H -1.10 1.03 1.75
H -2.52 1.90 1.07

Output
* LUMO level: 0.97 eV
* SMILES: Cc1ccccc1.CCC
* ΔE to the lowest compared entry with this formula, charge and spin: 1.357 eV
* strongest force on any atom: 0.0390 Eh/bohr
* molecular weight: 136.24 g mol⁻¹

=====

Entry 7:
ORCA calculation (wB97M-V/def2-TZVPD) on a cluster of 2 separate species, C10H16 in total.

Positions of all 26 atoms, in Å:
C 0.83 2.68 -1.62
C 1.00 1.21 -1.61
C -0.34 0.63 -1.54
C -0.44 -0.77 -1.49
C 0.67 -1.57 -1.77
C 1.94 -1.03 -1.77
C 2.08 0.37 -1.80
H 0.42 3.17 -2.72
H 1.80 3.21 -1.35
H 0.13 2.85 -0.79
H -1.20 1.29 -1.38
H -1.34 -1.32 -1.34
H 0.52 -2.73 -1.80
H 2.92 -1.65 -1.69
H 2.97 0.97 -1.92
C -0.24 0.10 2.85
C -0.90 -1.19 2.35
C -2.15 -1.05 1.53
H 0.45 0.47 2.15
H 0.41 -0.02 3.77
H -1.01 0.88 3.05
H -0.11 -1.67 1.78
H -1.14 -1.84 3.18
H -2.66 -1.94 1.39
H -2.77 -0.44 2.00
H -1.85 -0.62 0.55

Output
* LUMO level: 0.98 eV
* SMILES: Cc1ccccc1.CCC
* ΔE to the lowest compared entry with this formula, charge and spin: 2.103 eV
* strongest force on any atom: 0.0886 Eh/bohr
* molecular weight: 136.24 g mol⁻¹

=====

Entry 8:
ORCA calculation (wB97M-V/def2-TZVPD) on a cluster of 2 separate species, C10H16 in total.

Positions of all 26 atoms, in Å:
C 0.67 0.49 -2.93
C 0.44 -0.77 -3.75
H 0.80 1.44 -3.44
H -0.23 0.53 -2.31
H 1.50 0.41 -2.24
H -0.03 -1.57 -3.18
H 1.41 -1.23 -3.99
H -0.13 -0.58 -4.66
C -1.58 1.10 1.93
C -2.18 0.32 3.14
C -0.43 0.44 1.30
C 0.82 0.35 1.95
C -0.57 -0.42 0.22
C 2.03 -0.10 1.31
C 0.56 -0.98 -0.36
C 1.90 -0.74 0.11
H -2.47 1.16 1.28
H -1.29 2.08 2.34
H -1.78 0.77 4.04
H 0.91 0.85 2.90
H -1.57 -0.60 -0.18
H 2.95 -0.02 1.86
H 0.51 -1.58 -1.25
H 2.75 -0.92 -0.54
H -1.74 -0.68 3.28
H -3.26 0.26 3.17

Output
* LUMO level (alpha / beta): -4.38 / -8.13 eV
* ΔE to the lowest compared entry with this formula, charge and spin: 0.925 eV
* strongest force on any atom: 0.0509 Eh/bohr
* molecular weight: 136.24 g mol⁻¹
* expectation value of S²: 0.77
* multiplicity: 2
* total charge: +1

=====

Entry 9:
ORCA calculation (wB97M-V/def2-TZVPD) on a structure of composition C10H16AuClTi.

Positions of all 29 atoms, in Å:
Au 0.52 -0.04 -3.98
Cl -0.12 -2.03 -1.50
C 1.66 1.23 -2.75
C -1.36 -0.88 -4.09
H 1.94 2.09 -3.39
H 0.90 1.55 -1.97
H 2.49 0.67 -2.28
H -1.90 -0.31 -4.88
H -1.81 -0.69 -3.08
H -1.28 -1.96 -4.29
Ti -0.65 -0.01 -0.25
C -2.44 -0.64 0.36
C -1.39 1.85 0.14
H -3.23 0.09 0.14
H -2.67 -1.64 -0.07
H -2.38 -0.75 1.47
H -2.42 2.02 -0.22
H -0.93 2.82 0.40
C 1.89 -0.33 3.80
C 1.76 -1.51 3.05
C 1.16 -1.49 1.78
C 0.68 -0.26 1.31
C 0.78 0.92 2.05
C 1.42 0.88 3.30
H 2.36 -0.36 4.78
H 2.13 -2.45 3.46
H 1.05 -2.39 1.17
H 0.34 1.84 1.68
H 1.50 1.79 3.88

Output
* LUMO level (alpha / beta): 5.67 / 4.09 eV
* ΔE to the lowest compared entry with this formula, charge and spin: 1.553 eV
* strongest force on any atom: 0.0537 Eh/bohr
* molecular weight: 416.52 g mol⁻¹
* expectation value of S²: 6.02
* multiplicity: 5
* total charge: -2

=====

Entry 10:
ORCA calculation (wB97M-V/def2-TZVPD) on a structure of composition C10H16BrHfO2.

Positions of all 30 atoms, in Å:
Hf 0.73 0.25 -1.49
Br 0.48 -1.48 -0.29
C 1.71 -0.16 1.53
O 1.76 0.20 0.17
C 3.02 0.91 -0.04
C 3.08 1.58 -1.39
O 1.72 1.81 -1.74
C 1.48 3.26 -1.68
H 2.26 -1.10 1.65
H 0.70 -0.49 1.77
H 1.99 0.58 2.28
H 3.81 0.20 0.17
H 3.03 1.70 0.71
H 3.62 0.95 -2.09
H 3.66 2.51 -1.36
H 0.41 3.44 -1.75
H 1.98 3.92 -2.38
H 1.72 3.57 -0.67
C -3.75 -1.41 1.71
C -4.24 -2.49 0.96
C -3.61 -2.87 -0.23
C -2.44 -2.20 -0.58
C -1.98 -1.09 0.15
C -2.64 -0.71 1.31
H -4.27 -1.15 2.62
H -5.20 -2.92 1.17
H -3.92 -3.69 -0.86
H -1.90 -2.56 -1.44
H -1.03 -0.65 -0.11
H -2.19 0.08 1.90

Output
* LUMO level: -14.25 eV
* ΔE to the lowest compared entry with this formula, charge and spin: 4.204 eV
* strongest force on any atom: 0.2585 Eh/bohr
* molecular weight: 426.63 g mol⁻¹
* total charge: +3

=====

Entry 11:
ORCA calculation (wB97M-V/def2-TZVPD) on a cluster of 5 separate species, C10H16Cl2F2N2O10 in total.

Positions of all 42 atoms, in Å:
O -28.51 23.23 -13.40
C -28.98 22.52 -12.59
O -29.00 21.19 -12.51
C -29.72 20.77 -11.36
C -30.40 22.07 -10.87
F -30.18 22.18 -9.50
O -29.65 23.06 -11.52
H -30.45 19.99 -11.59
H -29.08 20.25 -10.65
H -31.47 22.13 -11.05
O -21.33 13.99 -12.07
C -21.66 14.70 -12.96
O -22.30 15.87 -12.82
C -22.19 16.59 -14.05
C -21.88 15.51 -15.06
F -20.89 15.89 -15.91
O -21.45 14.42 -14.27
H -23.11 17.13 -14.25
H -21.34 17.28 -14.00
H -22.72 15.26 -15.71
C -21.28 21.88 -7.89
N -22.65 21.85 -8.45
O -23.28 22.88 -8.44
O -23.02 20.79 -8.90
H -20.53 21.82 -8.67
H -21.20 21.05 -7.19
H -21.10 22.79 -7.32
C -27.18 19.98 -15.01
N -26.01 19.78 -15.91
O -25.42 20.76 -16.30
O -25.77 18.64 -16.26
H -28.10 19.80 -15.57
H -27.10 20.98 -14.60
H -27.11 19.19 -14.27
Cl -25.09 22.07 -12.62
C -25.17 21.02 -11.19
C -24.17 19.89 -11.39
Cl -24.75 18.77 -12.68
H -26.20 20.72 -11.07
H -24.77 21.65 -10.40
H -24.10 19.24 -10.52
H -23.18 20.28 -11.62

Output
* LUMO level: -0.32 eV
* SMILES: O=C1OC[C@@H](F)O1.O=C1OC[C@@H](F)O1.C[N+](=O)[O-].C[N+](=O)[O-].ClCCCl
* strongest force on any atom: 0.0400 Eh/bohr
* molecular weight: 433.14 g mol⁻¹

=====

Entry 12:
ORCA calculation (wB97M-V/def2-TZVPD) on a structure of composition C10H16Cl4MoO5.

Positions of all 36 atoms, in Å:
C -0.50 0.86 -1.69
C -1.37 -0.29 -1.62
C -0.56 -1.46 -1.39
C -2.84 -0.29 -1.85
C 0.83 -1.04 -1.38
C 0.87 0.38 -1.58
C 2.12 1.17 -1.77
C -0.96 2.26 -1.88
C -1.07 -2.85 -1.24
C 2.01 -1.93 -1.34
Mo -0.22 -0.03 0.33
Cl -2.50 0.13 1.29
Cl 0.60 1.67 1.67
Cl 0.63 -1.76 1.65
H -3.29 0.66 -1.56
H -3.33 -1.09 -1.29
H -3.04 -0.45 -2.91
H -1.99 -2.86 -0.64
H -0.33 -3.49 -0.75
H -1.29 -3.25 -2.24
H 1.77 -2.87 -0.82
H 2.85 -1.46 -0.80
H 2.34 -2.18 -2.36
H 2.98 0.64 -1.36
H 2.01 2.14 -1.17
H 2.29 1.40 -2.84
H -1.91 2.41 -1.37
H -1.08 2.49 -2.94
H -0.24 2.96 -1.44
O 1.42 2.82 0.03
H 2.12 3.34 0.48
O -0.66 -0.59 6.52
Cl 0.34 0.40 6.96
O -0.30 1.39 7.82
O 1.40 -0.28 7.71
O 0.91 1.05 5.78

Output
* LUMO level (alpha / beta): 4.58 / 4.75 eV
* ΔE to the lowest compared entry with this formula, charge and spin: 1.493 eV
* strongest force on any atom: 0.0703 Eh/bohr
* molecular weight: 453.99 g mol⁻¹
* expectation value of S²: 2.04
* multiplicity: 3
* total charge: -2

=====

Entry 13:
ORCA calculation (wB97M-V/def2-TZVPD) on a structure of composition C10H16ClMoRuTe.

Positions of all 30 atoms, in Å:
Ru -1.56 0.30 -1.92
Cl -3.84 -0.28 -2.73
C -0.23 0.23 -3.49
C -2.00 2.28 -1.84
H -0.29 1.22 -4.01
H 0.82 0.00 -3.22
H -0.65 -0.55 -4.16
H -1.58 2.76 -2.78
H -1.57 2.74 -0.93
H -3.13 2.29 -1.86
Mo 0.29 0.41 -0.37
C -0.58 0.59 1.54
C 1.80 1.66 -0.51
H -0.41 1.64 1.84
H -1.65 0.45 1.37
H -0.31 -0.05 2.39
H 1.88 2.60 0.02
H 2.72 1.61 -1.15
Te 1.22 -2.05 -0.61
C 1.48 -2.82 1.35
C 2.38 -2.18 2.20
C 2.38 -2.52 3.57
C 1.51 -3.50 4.05
C 0.60 -4.11 3.19
C 0.58 -3.79 1.82
H 3.03 -1.40 1.81
H 3.07 -2.02 4.25
H 1.54 -3.79 5.11
H -0.10 -4.86 3.58
H -0.14 -4.23 1.14

Output
* LUMO level (alpha / beta): -0.74 / -2.68 eV
* strongest force on any atom: 0.1080 Eh/bohr
* molecular weight: 496.30 g mol⁻¹
* expectation value of S²: 15.80
* multiplicity: 8

=====

Entry 14:
ORCA calculation (wB97M-V/def2-TZVPD) on an isolated molecule of C10H16N2O2.

Positions of all 30 atoms, in Å:
C -0.50 0.59 -2.66
C -1.58 -0.13 -1.88
C -1.26 -1.68 -1.82
C -1.95 0.36 -0.44
C -0.92 0.15 0.65
N -1.13 -0.32 1.81
O -2.42 -0.53 2.19
C 0.53 0.49 0.46
C 1.48 -0.08 1.57
N 1.96 -1.06 2.08
C 1.95 -2.38 1.75
O 1.12 -3.16 2.10
C 1.33 1.44 1.44
C 2.47 2.31 1.04
H 0.46 0.17 -2.59
H -0.49 1.73 -2.52
H -0.72 0.44 -3.73
H -2.39 0.13 -2.62
H -0.70 -1.88 -2.67
H -0.63 -1.83 -0.91
H -2.09 -2.45 -1.82
H -2.19 1.33 -0.20
H -2.76 -0.20 0.03
H -2.38 -0.78 3.20
H 0.89 0.56 -0.52
H 2.78 -2.69 1.11
H 0.67 1.84 2.25
H 3.11 2.65 1.94
H 2.13 3.16 0.48
H 3.23 1.82 0.31

Output
* LUMO level: 0.71 eV
* SMILES: CC(C)C/C(=N\O)[C@@H]1/C(=N\C=O)[C@H]1C
* ΔE to the lowest compared entry with this formula, charge and spin: 5.505 eV
* strongest force on any atom: 0.1027 Eh/bohr
* molecular weight: 196.25 g mol⁻¹

=====

Entry 15:
ORCA calculation (wB97M-V/def2-TZVPD) on an isolated molecule of C10H16N2O2.

Positions of all 30 atoms, in Å:
C -2.83 -1.14 -0.35
C -1.46 -0.89 -0.93
C -1.18 0.65 -0.73
O 0.11 1.12 -1.04
C 1.14 1.08 -0.11
N 2.31 0.64 -0.39
C 2.41 -0.24 -1.50
C 2.02 -1.77 -0.89
N 0.65 -1.92 -1.10
C -0.24 -1.59 -0.32
O -0.05 -1.22 1.07
C 0.09 -0.07 1.81
C 0.76 1.25 1.25
C -0.21 2.46 1.45
H -2.83 -2.24 -0.22
H -3.54 -0.76 -1.07
H -2.82 -0.67 0.65
H -1.55 -1.09 -2.09
H -1.89 1.16 -1.54
H -1.55 0.95 0.26
H 3.46 -0.39 -1.81
H 1.80 0.01 -2.28
H 2.48 -2.61 -1.44
H 2.35 -1.94 0.18
H 0.85 -0.38 2.59
H -0.86 0.07 2.31
H 1.73 1.31 1.76
H -0.34 2.93 0.43
H 0.35 3.12 2.07
H -1.16 2.20 1.99

Output
* LUMO level: 0.87 eV
* SMILES: C[C@H]1CO/C2=N\CC/N=C/1OC[C@@H]2C
* ΔE to the lowest compared entry with this formula, charge and spin: 4.457 eV
* strongest force on any atom: 0.0988 Eh/bohr
* molecular weight: 196.25 g mol⁻¹

=====

Entry 16:
ORCA calculation (wB97M-V/def2-TZVPD) on a structure of composition C10H16N2PZn.

Positions of all 30 atoms, in Å:
C 0.58 -0.65 -2.39
C 0.53 0.37 -3.25
C -0.57 1.26 -3.51
C -1.78 1.21 -2.79
C -1.95 0.24 -1.85
Zn -0.25 0.62 -1.34
P 3.03 -0.09 -0.40
H 1.13 -1.55 -2.27
H 1.34 0.57 -3.96
H -0.54 1.86 -4.41
H -2.89 0.19 -1.32
H -2.59 1.91 -3.10
H 3.19 0.92 0.58
H 4.38 -0.19 -0.89
H 3.07 -1.16 0.53
C -0.76 -2.71 2.96
C -0.52 -1.37 2.35
C -0.47 -0.04 2.79
C -0.26 0.78 1.65
N -0.12 -0.02 0.59
N -0.32 -1.31 1.03
C -0.21 2.23 1.43
H -0.14 -2.80 3.85
H -1.81 -2.81 3.23
H -0.51 -3.53 2.27
H -0.60 0.27 3.82
H -0.35 -2.10 0.37
H -1.18 2.69 1.53
H 0.48 2.72 2.09
H 0.11 2.47 0.42

Output
* LUMO level (alpha / beta): 2.77 / 2.77 eV
* strongest force on any atom: 0.0816 Eh/bohr
* molecular weight: 260.62 g mol⁻¹
* total charge: -1

=====

Entry 17:
ORCA calculation (wB97M-V/def2-TZVPD) on the ion C10H16N3O with charge +1.

Positions of all 30 atoms, in Å:
N -2.01 -1.45 -1.03
C -1.44 -0.68 -0.14
N -2.13 -0.01 0.76
O -3.51 -0.17 0.71
C 0.08 -0.44 -0.05
N 0.20 0.97 -0.15
C -0.37 1.75 -1.18
C -0.28 3.05 -0.86
C 0.47 3.13 0.38
C 0.61 1.83 0.79
C 0.63 -1.10 1.22
C 2.05 -1.42 0.89
C 2.33 -1.07 -0.52
C 0.89 -1.08 -1.17
H -1.35 -1.77 -1.76
H -3.03 -1.68 -1.23
H -1.93 0.61 1.45
H -4.01 -0.28 1.66
H -0.91 1.28 -1.94
H -0.72 3.83 -1.37
H 0.69 3.96 0.90
H 0.99 1.56 1.65
H 0.05 -2.02 1.28
H 0.38 -0.62 2.21
H 2.23 -2.57 0.94
H 2.88 -1.12 1.64
H 2.60 -0.01 -0.63
H 2.98 -1.73 -1.01
H 1.07 -0.57 -2.05
H 0.57 -2.18 -1.41

Output
* LUMO level: -3.15 eV
* SMILES: [NH2+]=C(NO)C1(n2cccc2)CCCC1
* ΔE to the lowest compared entry with this formula, charge and spin: 2.786 eV
* strongest force on any atom: 0.1108 Eh/bohr
* molecular weight: 194.26 g mol⁻¹
* total charge: +1